1.
DFT (ωB97M-V with the def2-TZVPD basis set) results for a structure of composition C10H23IInO3.

Positions of all 38 atoms, in Å:
C (-0.96125, 2.16096, 0.77910)
C (0.32405, 1.49462, 0.16532)
O (0.42926, 0.18041, 0.72210)
C (-0.14154, -0.81672, -0.13412)
C (-1.03985, -1.87222, 0.58824)
In (-3.00325, -1.16393, 1.42282)
I (-3.41742, -2.60041, 3.86437)
C (-4.79033, -1.61677, 0.14561)
C (-5.53604, -0.29993, -0.27902)
O (-4.53995, 0.51628, -0.96342)
H (-1.86911, 1.84608, 0.21989)
H (-0.87411, 3.27094, 0.81042)
H (-1.11047, 1.76486, 1.80420)
H (1.17005, 2.14913, 0.47826)
H (0.24871, 1.52135, -0.94177)
H (-0.65788, -0.38403, -1.02482)
H (0.72920, -1.38772, -0.56241)
H (-1.26641, -2.71562, -0.10333)
H (-0.46788, -2.29322, 1.44928)
H (-3.08337, 0.55818, 1.87270)
H (-5.54021, -2.23517, 0.70149)
H (-4.50672, -2.15372, -0.78527)
H (-5.90460, 0.25785, 0.61231)
H (-6.37890, -0.52147, -0.97618)
H (-4.52501, 1.32834, -0.45600)
C (3.76726, -0.45612, -0.17047)
C (4.18974, 0.98202, 0.00816)
C (5.37692, 1.08658, -0.93388)
O (5.13191, 0.16529, -2.00418)
C (4.02692, -0.68092, -1.64804)
H (2.73321, -0.64370, 0.11254)
H (4.41156, -1.10963, 0.42584)
H (3.38698, 1.64413, -0.32685)
H (4.44077, 1.24377, 1.03620)
H (6.30670, 0.78844, -0.43568)
H (5.50800, 2.09180, -1.33998)
H (3.16416, -0.38031, -2.25243)
H (4.26894, -1.71941, -1.88097)

Summary:
HOMO: -4.8 eV
Net charge: -1
Kohn-Sham gap: 7.54 eV

From a Löwdin analysis of the wavefunction, the atomic charges in e read: number 1, C, carries -0.1033; number 2, C, carries -0.2739; number 3, O, carries -0.1919; number 4, C, carries -0.3316; number 5, C, carries -0.2822; number 6, In, carries 0.2854; number 7, I, carries -0.1211; number 8, C, carries -0.3168; number 9, C, carries -0.3609; number 10, O, carries -0.1544; number 11, H, carries 0.0428; number 12, H, carries 0.0678; number 13, H, carries 0.0511; number 14, H, carries 0.1006; number 15, H, carries 0.1115; number 16, H, carries 0.1132; number 17, H, carries 0.0957; number 18, H, carries 0.0333; number 19, H, carries 0.0300; number 20, H, carries -0.0742; number 21, H, carries 0.0256; number 22, H, carries 0.0266; number 23, H, carries 0.1002; number 24, H, carries 0.0945; number 25, H, carries 0.0482; number 26, C, carries -0.1674; number 27, C, carries -0.1752; number 28, C, carries -0.2107; number 29, O, carries -0.1473; number 30, C, carries -0.1991; number 31, H, carries 0.0913; number 32, H, carries 0.1181; number 33, H, carries 0.1019; number 34, H, carries 0.1159; number 35, H, carries 0.1124; number 36, H, carries 0.1123; number 37, H, carries 0.1168; number 38, H, carries 0.1148



2.
DFT (ωB97M-V with the def2-TZVPD basis set) results for a structure of composition C5H9NO.

Positions of all 16 atoms, in Å:
C (-0.14154, -0.69373, 1.31381)
C (0.26658, 0.01303, 0.03180)
C (1.33917, 1.08221, 0.27152)
C (0.63220, -0.78536, -1.20744)
O (-0.22944, -0.12247, -2.00198)
C (-0.80631, 0.52061, -0.93609)
N (-2.12581, 0.08371, -0.87464)
H (-0.80292, -1.54423, 1.12539)
H (0.76299, -1.08566, 1.79353)
H (-0.62201, -0.01465, 2.02933)
H (0.95665, 1.81244, 0.99228)
H (2.26346, 0.65221, 0.66805)
H (1.54806, 1.61770, -0.66004)
H (-2.06013, -0.94574, -0.88175)
H (1.61737, -0.98640, -1.62707)
H (-2.59831, 0.39633, -0.03669)

Summary:
HOMO (alpha / beta): -7.7 / -7.8 eV
Energy above the lowest of the compared OMol25 structures with the same formula, charge and spin: 4.742 eV
Kohn-Sham gap (alpha / beta): 8.01 / 8.37 eV

From a Löwdin analysis of the wavefunction, the atomic charges in e read: number 1, C, carries -0.0410; number 2, C, carries -0.4748; number 3, C, carries -0.0454; number 4, C, carries -0.0508; number 5, O, carries 0.0216; number 6, C, carries -0.3102; number 7, N, carries 0.1016; number 8, H, carries 0.0760; number 9, H, carries 0.0859; number 10, H, carries 0.0859; number 11, H, carries 0.0859; number 12, H, carries 0.0849; number 13, H, carries 0.0891; number 14, H, carries 0.0981; number 15, H, carries 0.1085; number 16, H, carries 0.0848



3.
DFT (ωB97M-V with the def2-TZVPD basis set) results for a structure of composition C64H55GeN7O2P2S2Se2Y.

Positions of all 136 atoms, in Å:
Y (-0.73306, 0.83884, -0.86056)
N (0.08563, 3.12395, -0.44342)
C (-0.78379, 4.25532, -0.64389)
C (-0.33772, 5.53945, -0.52037)
C (-1.20402, 6.63286, -0.73063)
C (-2.50643, 6.41449, -1.06670)
C (-2.99274, 5.09390, -1.21372)
C (-4.32019, 4.81821, -1.61234)
C (-4.70869, 3.52605, -1.78380)
C (-3.77906, 2.49892, -1.52760)
N (-2.54641, 2.70147, -1.12930)
C (-2.13184, 3.99987, -0.99224)
H (0.20420, 2.96884, 0.56832)
H (1.00159, 3.32379, -0.82744)
H (0.69759, 5.71981, -0.25422)
H (-0.82529, 7.64034, -0.62360)
H (-3.18276, 7.24296, -1.23616)
H (-5.00345, 5.64002, -1.78841)
H (-5.70655, 3.26730, -2.10828)
H (-4.08646, 1.47008, -1.65040)
Se (0.31880, 0.98403, 6.52534)
P (-1.09659, -0.01755, 5.35522)
C (-2.78673, 0.20073, 5.94951)
C (-3.67124, 1.06539, 5.31583)
C (-4.90145, 1.34777, 5.89519)
C (-5.25575, 0.75778, 7.09785)
C (-4.37413, -0.10781, 7.73551)
C (-3.13790, -0.37345, 7.17278)
C (-0.75903, -1.80227, 5.31251)
C (0.57979, -2.20054, 5.28929)
C (0.90773, -3.54296, 5.34769)
C (-0.09484, -4.50483, 5.42719)
C (-1.42366, -4.11691, 5.45659)
C (-1.75430, -2.76627, 5.40848)
C (-1.10461, 0.53937, 3.61021)
C (-1.59928, 0.11823, 2.36780)
N (-1.12879, 1.00681, 1.45529)
N (-0.42521, 1.92268, 2.10479)
N (-0.39350, 1.66676, 3.37847)
P (-2.76057, -1.10046, 1.72346)
Se (-3.19898, -0.67645, -0.34704)
C (-4.31094, -1.03808, 2.63158)
C (-4.62616, -1.99396, 3.59168)
C (-5.83865, -1.92647, 4.26352)
C (-6.73900, -0.91599, 3.96569)
C (-6.43133, 0.03308, 2.99840)
C (-5.22018, -0.02303, 2.33317)
C (-2.08727, -2.75732, 1.86123)
C (-0.76181, -2.96314, 2.21444)
C (-0.23063, -4.24518, 2.16176)
C (-1.01796, -5.31153, 1.76162)
C (-2.34850, -5.10625, 1.41022)
C (-2.88222, -3.83144, 1.45162)
H (-3.39391, 1.54317, 4.38423)
H (-5.57949, 2.03652, 5.40716)
H (-6.21385, 0.98203, 7.54995)
H (-4.64105, -0.55559, 8.68428)
H (-2.43168, -1.00738, 7.69627)
H (1.35661, -1.44417, 5.28203)
H (1.94875, -3.84431, 5.35537)
H (0.16384, -5.55506, 5.48388)
H (-2.20597, -4.86110, 5.54378)
H (-2.79035, -2.46487, 5.48213)
H (-3.93613, -2.79869, 3.80244)
H (-6.08217, -2.66996, 5.01141)
H (-7.68732, -0.86887, 4.48552)
H (-7.13879, 0.81715, 2.76178)
H (-4.98475, 0.70465, 1.56625)
H (-0.14777, -2.13091, 2.53504)
H (0.80161, -4.40816, 2.44293)
H (-0.59835, -6.30891, 1.72347)
H (-2.96488, -5.93922, 1.09750)
H (-3.91185, -3.66793, 1.15471)
C (2.60100, 2.86177, 1.55355)
C (2.45908, 1.37591, 1.49045)
N (1.76993, 0.69329, 0.60946)
C (1.90463, -0.65902, 0.85418)
C (2.63375, -0.98938, 1.95242)
S (3.22414, 0.42456, 2.68733)
C (1.38543, -1.65247, -0.08851)
C (2.02868, -2.80845, -0.38217)
S (1.12777, -3.69404, -1.52228)
C (-0.06149, -2.47379, -1.55974)
N (0.19109, -1.46458, -0.75952)
C (-1.23652, -2.59747, -2.47328)
H (1.71032, 3.30736, 1.99951)
H (2.76631, 3.27254, 0.55793)
H (3.45425, 3.13796, 2.17049)
H (2.84786, -1.97664, 2.33139)
H (2.99673, -3.12764, -0.03219)
H (-1.03767, -3.34141, -3.24316)
H (-1.44812, -1.64652, -2.96384)
H (-2.12313, -2.89399, -1.91412)
O (-0.88554, 1.37462, -3.02004)
C (0.38818, 1.42390, -3.11035)
O (1.09456, 0.76165, -2.29997)
C (1.04288, 2.34516, -4.09868)
C (2.56059, 2.38654, -3.96746)
Ge (3.53673, 0.74054, -4.43701)
C (4.16972, -0.26032, -2.89181)
C (4.48638, 0.36597, -1.68666)
C (5.07884, -0.33753, -0.64688)
C (5.36397, -1.68921, -0.79863)
C (5.04691, -2.33048, -1.98796)
C (4.45164, -1.61999, -3.02464)
C (5.11583, 1.29576, -5.43776)
C (5.00877, 2.20168, -6.49592)
C (6.12842, 2.60236, -7.21129)
C (7.38023, 2.10428, -6.87341)
C (7.50556, 1.20874, -5.82218)
C (6.38042, 0.80845, -5.11099)
C (2.46010, -0.44994, -5.55074)
C (1.43757, -1.23903, -5.01519)
C (0.68794, -2.08014, -5.82594)
C (0.95066, -2.15735, -7.18740)
C (1.97113, -1.39358, -7.73156)
C (2.71824, -0.54918, -6.91853)
H (0.58528, 3.32820, -3.94599)
H (0.72260, 2.03105, -5.09671)
H (2.83517, 2.65094, -2.94222)
H (2.96396, 3.16660, -4.61514)
H (4.28385, 1.42462, -1.55567)
H (5.33586, 0.17054, 0.27497)
H (5.84719, -2.23598, 0.00292)
H (5.27991, -3.38122, -2.11697)
H (4.21889, -2.13185, -3.95333)
H (4.03948, 2.60390, -6.77648)
H (6.02687, 3.30287, -8.03091)
H (8.25580, 2.41521, -7.42915)
H (8.48017, 0.82048, -5.55360)
H (6.49594, 0.10670, -4.29201)
H (1.23539, -1.20886, -3.94962)
H (-0.10584, -2.68056, -5.39844)
H (0.36657, -2.81512, -7.81866)
H (2.19205, -1.45502, -8.78979)
H (3.51895, 0.03091, -7.36233)

Summary:
HOMO: -9.6 eV
Net charge: +1
Energy above the lowest of the compared OMol25 structures with the same formula, charge and spin: 0.494 eV
Kohn-Sham gap: 7.19 eV

Atom charges from the Löwdin analysis, given in e for atoms 1 to 99: number 1, Y, carries 1.3532; number 2, N, carries 0.0373; number 3, C, carries -0.2115; number 4, C, carries -0.0027; number 5, C, carries -0.0535; number 6, C, carries -0.0196; number 7, C, carries -0.1409; number 8, C, carries 0.0081; number 9, C, carries -0.0258; number 10, C, carries -0.1438; number 11, N, carries 0.0471; number 12, C, carries -0.1506; number 13, H, carries 0.0343; number 14, H, carries 0.0924; number 15, H, carries 0.1207; number 16, H, carries 0.1133; number 17, H, carries 0.1208; number 18, H, carries 0.1261; number 19, H, carries 0.1134; number 20, H, carries 0.0362; number 21, Se, carries 0.3132; number 22, P, carries 0.5007; number 23, C, carries -0.3632; number 24, C, carries -0.0836; number 25, C, carries -0.0806; number 26, C, carries -0.0729; number 27, C, carries -0.0649; number 28, C, carries -0.0958; number 29, C, carries -0.3536; number 30, C, carries -0.1199; number 31, C, carries -0.0783; number 32, C, carries -0.0826; number 33, C, carries -0.0665; number 34, C, carries -0.0958; number 35, C, carries -0.3833; number 36, C, carries -0.3845; number 37, N, carries -0.1619; number 38, N, carries -0.0773; number 39, N, carries 0.0249; number 40, P, carries 0.6967; number 41, Se, carries 0.4919; number 42, C, carries -0.3558; number 43, C, carries -0.0848; number 44, C, carries -0.0535; number 45, C, carries -0.0643; number 46, C, carries -0.0689; number 47, C, carries -0.1061; number 48, C, carries -0.3602; number 49, C, carries -0.0903; number 50, C, carries -0.0794; number 51, C, carries -0.0591; number 52, C, carries -0.0574; number 53, C, carries -0.0928; number 54, H, carries 0.1038; number 55, H, carries 0.1089; number 56, H, carries 0.1083; number 57, H, carries 0.1093; number 58, H, carries 0.1142; number 59, H, carries 0.0686; number 60, H, carries 0.1100; number 61, H, carries 0.1115; number 62, H, carries 0.1121; number 63, H, carries 0.0822; number 64, H, carries 0.0866; number 65, H, carries 0.1149; number 66, H, carries 0.1141; number 67, H, carries 0.1128; number 68, H, carries 0.0863; number 69, H, carries 0.0914; number 70, H, carries 0.1106; number 71, H, carries 0.1130; number 72, H, carries 0.1120; number 73, H, carries 0.1146; number 74, C, carries -0.0762; number 75, C, carries -0.6394; number 76, N, carries 0.0722; number 77, C, carries -0.3502; number 78, C, carries -0.3432; number 79, S, carries 1.1055; number 80, C, carries -0.3346; number 81, C, carries -0.3299; number 82, S, carries 1.1242; number 83, C, carries -0.6307; number 84, N, carries -0.0053; number 85, C, carries -0.1026; number 86, H, carries 0.0717; number 87, H, carries 0.0750; number 88, H, carries 0.0801; number 89, H, carries 0.0865; number 90, H, carries 0.0811; number 91, H, carries 0.0707; number 92, H, carries 0.0745; number 93, H, carries 0.0441; number 94, O, carries -0.1264; number 95, C, carries -0.6588; number 96, O, carries -0.1140; number 97, C, carries -0.1540; number 98, C, carries -0.2388; number 99, Ge, carries 1.0266



| no. | E_tot (eV) |
| --- | --- |
| 1 | -30160.0717 |
| 2 | -8864.4704 |
| 3 | -310290.6262 |